A cluster of 11 separate species, C49H56Cl2N10 in total in a non-equilibrium geometry, computed with ωB97M-V/def2-TZVPD.

For the HOMO-LUMO gap, the calculation gives 0.35865 hartree. As for the total energy: -91663.914 eV.

Element x y z (Å)
N1 -3.36637 -9.17700 21.99610
C1 -3.56917 -7.90727 21.59225
C2 -2.79198 -7.28513 20.64412
C3 -1.74177 -8.03827 20.06356
C4 -1.61457 -9.35878 20.40118
C5 -2.36916 -9.86585 21.45381
H1 -4.42902 -7.41570 22.02281
H2 -2.90181 -6.23854 20.40126
H3 -1.14641 -7.64088 19.25483
H4 -0.84147 -9.97956 19.97295
H5 -2.23395 -10.85607 21.86316
N2 -4.54496 -8.66085 27.52996
C6 -4.34633 -8.76250 26.19348
C7 -5.35881 -8.52631 25.28528
C8 -6.71761 -8.47451 25.71020
C9 -6.93227 -8.43360 27.07579
C10 -5.81169 -8.50233 27.92516
H6 -3.33124 -8.97599 25.89281
H7 -5.23068 -8.53476 24.21294
H8 -7.58082 -8.21949 25.11336
H9 -7.92621 -8.32915 27.48514
H10 -6.01169 -8.36006 28.97690
N3 -4.10409 -8.71220 16.72647
C11 -3.79030 -7.44626 16.42442
C12 -4.48798 -6.35645 16.88932
C13 -5.48665 -6.54332 17.80746
C14 -5.84907 -7.85930 18.13539
C15 -5.12166 -8.92526 17.61843
H11 -2.95154 -7.25888 15.77039
H12 -4.19963 -5.35577 16.60314
H13 -5.95875 -5.68360 18.25958
H14 -6.64621 -8.05792 18.83648
H15 -5.43216 -9.92566 17.88147
N4 -2.65390 -13.15153 19.57561
C16 -3.32769 -12.28331 18.77795
C17 -3.67150 -12.58548 17.45856
C18 -3.27382 -13.88420 16.92797
C19 -2.57188 -14.71136 17.77188
C20 -2.33408 -14.39923 19.09604
H16 -3.46275 -11.28134 19.15773
H17 -4.13616 -11.85354 16.81454
H18 -3.50761 -14.15373 15.90861
H19 -2.31679 -15.70450 17.43280
H20 -1.89061 -15.12986 19.75628
N5 -9.35667 -13.92240 22.62663
C21 -10.21573 -12.91527 22.51174
C22 -11.28330 -12.72969 23.45773
C23 -11.39405 -13.61339 24.55151
C24 -10.44553 -14.64547 24.66973
C25 -9.42107 -14.78705 23.71041
H21 -10.08010 -12.30989 21.62770
H22 -12.00867 -11.95749 23.24814
H23 -12.14477 -13.39321 25.29607
H24 -10.47728 -15.29530 25.53177
H25 -8.63709 -15.51967 23.83302
N6 -2.89081 -13.09671 23.75497
C26 -4.04843 -12.66568 24.33742
C27 -5.31916 -13.25198 24.11275
C28 -5.30583 -14.31698 23.26690
C29 -4.12929 -14.78372 22.61798
C30 -2.95389 -14.07868 22.86992
H26 -3.93959 -11.90875 25.10004
H27 -6.27196 -12.91749 24.49575
H28 -6.20310 -14.83898 22.96888
H29 -4.12565 -15.51093 21.81951
H30 -2.02611 -14.31771 22.37143
N7 -7.27375 -18.36407 20.50039
C31 -6.01338 -18.23600 19.95923
C32 -5.42025 -17.01945 19.67308
C33 -6.20258 -15.85469 19.83238
C34 -7.55721 -15.92962 20.31176
C35 -8.01384 -17.21312 20.69953
H31 -5.50295 -19.15924 19.72796
H32 -4.43549 -16.94986 19.23510
H33 -5.79412 -14.87877 19.61524
H34 -8.19593 -15.06312 20.39887
H35 -9.00133 -17.34404 21.11681
N8 -5.11426 -4.31873 21.56648
C36 -6.26311 -4.80170 21.01505
C37 -7.15616 -5.58132 21.76672
C38 -6.97082 -5.71861 23.14252
C39 -5.79278 -5.11337 23.72873
C40 -4.93549 -4.42491 22.90898
H36 -6.38534 -4.56577 19.96824
H37 -8.00699 -6.02916 21.27485
H38 -7.78297 -6.24521 23.62160
H39 -5.62501 -5.18335 24.79332
H40 -4.14256 -3.91110 23.43210
C41 -10.74635 -12.03861 17.83202
Cl1 -10.73830 -13.34829 19.04588
Cl2 -12.13776 -12.20405 16.68719
H41 -10.85251 -11.13174 18.42734
H42 -9.77866 -12.02194 17.33061
C42 -7.76764 -9.39661 22.13393
C43 -7.05415 -10.73870 22.27558
C44 -6.37311 -11.26152 20.94253
C45 -7.22171 -11.07650 19.77891
N9 -7.85651 -10.96041 18.83790
H43 -7.03168 -8.60242 22.00845
H44 -8.27224 -9.12486 23.06109
H45 -8.37652 -9.21375 21.24854
H46 -7.76197 -11.47673 22.65294
H47 -6.29691 -10.50646 23.02442
H48 -5.92983 -12.25578 20.99763
H49 -5.57861 -10.53967 20.75324
C46 -11.38336 -6.48897 16.15484
C47 -10.60455 -7.81793 15.85189
C48 -9.38758 -7.79912 16.64237
C49 -9.62300 -7.89388 18.09799
N10 -9.82811 -7.99372 19.24073
H50 -12.40494 -6.48990 15.77477
H51 -10.90143 -5.59715 15.75420
H52 -11.57394 -6.44332 17.22707
H53 -10.37606 -7.88851 14.78846
H54 -11.22248 -8.68863 16.07132
H55 -8.72068 -6.94629 16.51578
H56 -8.75828 -8.62246 16.30445

Force components x, y, z for each atom (eV/Å):
N -0.22 0.45 0.27
C -0.10 -0.74 -0.11
C 1.37 -0.31 -0.29
C -1.39 0.54 -0.34
C 0.81 -0.47 0.72
C -0.72 0.27 -0.13
H -0.07 0.24 0.17
H -0.27 0.03 -0.05
H 0.13 0.24 0.09
H 0.02 -0.04 -0.17
H 0.16 -0.24 -0.16
N -0.80 -0.35 -0.45
C -0.43 0.60 0.84
C -1.94 -0.91 -0.69
C 1.27 1.16 1.13
C 0.87 -0.34 0.04
C -0.27 0.22 -0.35
H 0.07 0.13 -0.20
H 0.65 0.00 -0.10
H 0.27 -0.42 -0.70
H -0.01 0.01 0.11
H 0.35 -0.15 0.29
N -0.41 -0.32 1.01
C -0.36 -0.92 -0.09
C 0.24 0.66 0.37
C -0.56 -0.81 0.16
C 0.36 0.34 0.35
C 0.52 1.62 -1.33
H 0.13 -0.37 -0.22
H 0.11 0.05 -0.08
H -0.25 -0.11 -0.04
H -0.13 0.00 0.10
H 0.32 -0.27 -0.20
N -0.21 -1.13 -0.26
C 1.18 -1.35 -0.60
C 0.90 -2.09 -0.53
C -0.65 2.88 1.25
C -0.44 -1.26 -0.20
C -0.92 2.84 -0.05
H -0.22 0.05 0.25
H -0.16 0.04 0.06
H 0.04 -0.03 -0.01
H 0.23 -0.11 -0.13
H 0.19 0.22 0.25
N 0.70 -1.13 1.31
C -1.14 -1.19 1.66
C 1.08 -0.92 -0.62
C 0.97 0.88 -1.45
C 0.50 0.32 -0.46
C -1.74 2.33 -0.60
H -0.20 0.28 0.04
H -0.02 0.15 0.30
H -0.10 -0.41 0.08
H 0.04 -0.14 0.01
H -0.01 -0.13 -0.28
N -1.37 1.25 0.91
C 0.28 -1.10 -0.10
C 1.55 0.53 -0.06
C 0.63 -1.96 -2.06
C -0.18 1.57 0.46
C -0.71 -0.48 0.17
H 0.10 0.34 -0.14
H 0.23 0.30 0.38
H -0.40 0.07 0.21
H -0.31 -0.32 0.25
H 0.10 -0.10 -0.10
N 0.52 1.77 -0.32
C -1.97 0.15 0.77
C -1.26 1.08 -0.04
C -1.40 -0.58 0.66
C 1.84 -1.58 -0.16
C 1.99 -0.55 -1.18
H 0.02 -0.17 0.19
H 0.12 -0.07 0.11
H 0.14 0.08 -0.20
H 0.10 0.09 0.11
H -0.06 -0.12 0.06
N -0.97 0.47 0.26
C 1.88 -0.27 1.81
C 0.29 0.68 -0.06
C 1.49 0.86 -0.79
C -2.65 -1.30 -0.46
C -0.74 -0.39 -0.84
H -0.16 -0.19 -0.04
H -0.20 0.01 0.02
H 0.42 -0.09 0.75
H 0.05 0.06 0.05
H 0.60 0.08 -0.67
C -0.24 0.06 0.46
Cl 0.03 0.01 -0.36
Cl 0.87 0.17 0.50
H -0.19 0.00 -0.42
H -0.40 -0.19 -0.18
C 0.60 0.82 -0.49
C -0.26 -0.01 -0.69
C -0.12 1.61 1.13
C 0.22 -0.88 0.66
N -0.61 0.26 -0.90
H 0.49 0.08 0.11
H -0.38 -0.24 -0.16
H -0.60 -0.60 0.17
H 0.20 -0.18 0.04
H 0.28 -0.79 -0.05
H -0.24 -0.01 0.07
H 0.54 -0.12 0.09
C -0.82 -1.13 -0.24
C -2.46 1.88 -1.01
C 2.45 -0.81 1.24
C -0.24 -0.54 1.62
N 0.39 0.28 -1.94
H 0.05 -0.17 -0.48
H 0.24 -0.11 0.28
H 0.50 0.38 0.15
H 0.13 0.09 -0.01
H 0.00 0.02 0.20
H -0.34 0.42 -0.29
H 0.20 -0.36 0.55